The following is a DFT calculation (ωB97M-V/def2-TZVPD) of a cluster of 18 separate species, C36H113N5O26 in total in a non-equilibrium geometry.

The total energy is -99840.0562 eV. As for the LUMO energy: 0.0 eV. The value obtained for the HOMO-LUMO gap is 9.013 eV. As for the charge: 0.

Geometry (Å):
C 9.72 17.12 -32.61
C 9.02 18.37 -32.69
C 7.55 18.11 -32.93
O 7.45 17.50 -34.20
C 6.26 16.79 -34.27
N 9.24 18.87 -31.28
H 9.31 16.56 -31.77
H 10.78 17.10 -32.36
H 9.56 16.56 -33.54
H 9.39 18.90 -33.57
H 7.01 19.06 -32.94
H 7.02 17.61 -32.12
H 6.25 16.03 -33.49
H 6.20 16.40 -35.29
H 5.41 17.45 -34.14
H 8.58 19.60 -31.07
H 9.11 18.21 -30.52
C 2.48 16.46 -23.57
C 1.77 17.21 -24.65
C 0.68 18.14 -23.97
O -0.37 17.20 -23.76
C -1.55 17.87 -23.41
N 2.83 18.09 -25.26
H 1.82 15.96 -22.86
H 3.19 17.08 -23.01
H 3.16 15.73 -24.00
H 1.30 16.53 -25.35
H 0.39 18.86 -24.74
H 1.14 18.64 -23.11
H -1.37 18.54 -22.56
H -2.13 16.96 -23.26
H -1.96 18.53 -24.18
H 2.54 18.34 -26.19
H 3.63 17.52 -25.51
C 11.80 17.09 -21.70
C 11.63 18.45 -22.37
C 12.96 19.00 -23.07
O 12.56 20.00 -24.02
C 12.20 21.22 -23.31
N 10.52 18.25 -23.34
H 12.76 17.08 -21.18
H 12.07 16.31 -22.41
H 10.94 16.68 -21.16
H 11.24 19.08 -21.58
H 13.49 18.25 -23.65
H 13.66 19.28 -22.29
H 12.92 21.69 -22.63
H 11.32 20.90 -22.75
H 11.88 21.95 -24.06
H 10.91 18.75 -24.12
H 10.58 17.29 -23.64
C 0.33 20.21 -28.07
C 0.90 18.81 -27.96
C 0.36 17.85 -28.97
O -1.00 17.55 -28.74
C -1.65 16.73 -29.70
N 2.38 18.80 -28.07
H 0.55 20.79 -27.18
H -0.73 19.96 -27.95
H 0.67 20.81 -28.91
H 0.87 18.28 -27.01
H 0.71 16.82 -28.84
H 0.52 18.15 -30.00
H -2.67 16.62 -29.34
H -1.26 15.73 -29.93
H -1.80 17.11 -30.71
H 2.72 17.95 -27.65
H 2.57 18.64 -29.05
C 11.18 25.51 -26.55
C 10.38 24.34 -25.97
C 10.33 24.42 -24.45
O 9.59 23.34 -24.00
C 9.19 23.46 -22.62
N 9.01 24.41 -26.59
H 11.43 25.32 -27.60
H 12.10 25.59 -25.98
H 10.56 26.40 -26.53
H 10.99 23.49 -26.30
H 10.01 25.42 -24.15
H 11.35 24.39 -24.06
H 8.32 24.11 -22.50
H 9.91 23.72 -21.85
H 8.73 22.51 -22.36
H 8.53 23.66 -26.10
H 9.16 23.94 -27.47
C 12.60 19.31 -29.48
C 11.81 19.70 -28.18
O 10.38 19.51 -28.14
O 11.97 20.02 -30.64
H 12.47 18.23 -29.59
H 13.66 19.59 -29.43
H 11.85 20.79 -28.06
H 12.32 19.30 -27.31
H 10.01 19.72 -27.29
H 11.07 19.69 -30.76
C 3.93 17.27 -31.09
C 2.93 16.19 -31.58
O 1.74 16.61 -32.18
O 3.15 18.40 -30.88
H 4.69 17.29 -31.87
H 4.37 16.87 -30.18
H 2.52 15.54 -30.80
H 3.46 15.56 -32.29
H 1.29 15.83 -32.52
H 2.25 18.18 -31.11
C 6.98 19.18 -22.01
C 5.76 18.77 -21.35
O 5.95 17.76 -20.33
O 7.72 18.09 -22.47
H 7.57 19.62 -21.20
H 6.86 19.96 -22.77
H 5.00 18.43 -22.05
H 5.25 19.64 -20.94
H 6.65 17.33 -20.83
H 8.62 18.24 -22.76
C 7.78 14.64 -24.55
C 8.31 14.37 -23.13
O 7.27 14.90 -22.27
O 7.42 15.97 -24.78
H 6.88 14.05 -24.71
H 8.49 14.52 -25.37
H 9.26 14.87 -22.95
H 8.47 13.30 -22.94
H 7.27 15.82 -22.55
H 6.69 16.18 -24.19
C 10.10 23.06 -29.73
C 9.09 22.74 -30.82
O 9.03 23.91 -31.70
O 11.37 22.93 -30.33
H 10.07 22.42 -28.85
H 9.94 24.04 -29.29
H 8.12 22.63 -30.35
H 9.32 21.86 -31.41
H 9.86 24.07 -32.16
H 11.64 22.01 -30.39
C 7.55 16.45 -28.29
C 8.82 15.62 -28.38
O 9.99 16.44 -28.41
O 7.74 17.38 -27.23
H 6.71 15.77 -28.18
H 7.38 16.95 -29.25
H 8.97 15.08 -29.31
H 9.04 14.91 -27.58
H 9.72 17.28 -28.02
H 7.88 17.00 -26.36
C 4.84 21.38 -28.90
C 4.26 22.78 -28.78
O 5.08 23.62 -27.95
O 5.01 20.62 -27.76
H 5.69 21.42 -29.59
H 4.07 20.90 -29.50
H 3.22 22.90 -28.48
H 4.14 23.38 -29.68
H 4.76 24.51 -28.14
H 4.28 20.00 -27.75
C 4.11 24.11 -24.51
C 4.50 23.60 -23.07
O 5.52 22.64 -23.32
O 5.12 24.96 -24.83
H 3.16 24.64 -24.56
H 4.09 23.33 -25.27
H 3.79 22.89 -22.64
H 4.80 24.42 -22.42
H 5.12 21.80 -23.54
H 5.65 24.46 -25.45
O 9.43 21.09 -25.86
H 8.83 21.56 -26.44
H 9.69 21.74 -25.21
O 6.71 19.60 -25.65
H 6.47 19.61 -26.57
H 7.64 19.82 -25.64
O 7.00 22.58 -25.81
H 6.28 22.18 -26.30
H 6.62 22.77 -24.95
O 4.92 16.45 -26.27
H 5.47 17.17 -26.59
H 5.54 15.81 -25.93
O 4.65 20.12 -24.11
H 5.33 19.70 -24.63
H 3.86 19.62 -24.30